# 1
DFT (ωB97M-V/def2-TZVPD) results for a molecular structure, C25H48BN8OPReS2.

Calculated values
- Gap between HOMO and LUMO (alpha / beta): 7.0876 / 7.5186 eV
- Largest force on an atom: 0.045 Eh/bohr
- Net charge: +2
- 2S+1: 4
- Energy relative to the best compared isomer or geometry (same formula, charge and spin): 25.2 kcal per mole

Each line ends with the Löwdin spin population.
CARTESIAN COORDINATES (ANGSTROEM)
Re 11.2231 -16.4549 -2.7536  2.115
C 14.4750 -19.1866 -5.9945  0.000
N 13.3749 -19.5763 -5.1579  0.007
C 13.0762 -20.8870 -4.8823  0.004
C 11.9914 -20.8707 -4.0666  0.004
N 11.6195 -19.5563 -3.9234  0.013
B 10.2911 -19.0804 -3.2237  0.020
N 9.3408 -18.3472 -4.2534  0.023
C 9.2682 -18.9122 -5.4845  0.004
C 8.4775 -18.1183 -6.2502  0.012
N 8.1470 -17.0014 -5.5083  0.008
C 7.5455 -15.7993 -6.1543  0.000
C 8.7062 -17.1628 -4.3039  0.027
S 8.9688 -15.9477 -3.0762  0.087
C 12.5168 -18.7939 -4.4940  0.022
S 12.3330 -17.0525 -4.7546  0.096
H 14.7575 -18.1330 -5.8250  0.000
H 14.2879 -19.2784 -7.0459  0.000
H 15.3410 -19.7512 -5.7345  0.000
H 13.6621 -21.6962 -5.3004  0.000
H 11.5117 -21.7354 -3.6254  0.000
H 10.6115 -18.3229 -2.2114  0.012
H 9.8705 -20.0210 -2.7252  -0.001
H 9.7233 -19.8950 -5.7646  0.000
H 8.0485 -18.2988 -7.2342  0.001
H 7.5489 -15.9049 -7.2689  0.000
H 8.0776 -14.8994 -5.8518  0.000
H 6.4933 -15.6623 -5.7581  0.000
N 12.0086 -14.7650 -2.6549  0.331
P 12.2860 -13.3123 -1.9998  0.066
N 10.9260 -12.5195 -1.6016  0.010
C 10.5290 -11.1843 -2.0868  0.002
C 9.4474 -11.2545 -3.2014  0.000
C 8.1814 -11.7919 -2.4360  0.000
C 8.5767 -13.1728 -1.8859  0.001
C 9.7861 -13.1726 -0.9473  0.000
N 13.1700 -12.3477 -3.0006  0.007
C 13.7111 -11.0614 -2.4170  0.001
C 13.6228 -9.8823 -3.4026  0.000
C 14.3114 -10.2115 -4.6946  0.000
C 13.6363 -11.5043 -5.2746  0.000
C 13.7495 -12.6684 -4.2907  0.004
N 13.0453 -13.6756 -0.5374  0.026
C 12.8755 -12.9149 0.6922  0.003
C 14.1679 -12.2851 1.1912  0.002
C 15.3428 -13.2089 1.1823  0.000
C 15.5155 -13.8166 -0.2303  0.001
C 14.2123 -14.5921 -0.5284  0.004
H 11.4026 -10.6167 -2.3534  0.000
H 10.0865 -10.7461 -1.2024  0.001
H 9.7601 -11.9550 -4.0578  0.000
H 9.1966 -10.2687 -3.6283  0.000
H 7.3699 -11.7309 -3.1591  0.000
H 7.9268 -11.0399 -1.6964  0.000
H 8.8396 -13.7894 -2.7640  0.001
H 7.7555 -13.6329 -1.3721  0.000
H 10.1549 -14.1745 -0.6797  0.000
H 9.6028 -12.6789 0.0111  0.000
H 14.7583 -11.2307 -2.1311  0.000
H 13.1608 -10.7785 -1.5351  0.000
H 14.1101 -9.0580 -2.9339  0.000
H 12.5517 -9.6377 -3.6624  0.000
H 15.3789 -10.3568 -4.5374  0.000
H 14.2711 -9.4366 -5.4734  0.000
H 14.0520 -11.8010 -6.2275  0.000
H 12.6256 -11.2848 -5.5047  0.000
H 14.8022 -12.8994 -4.1088  0.000
H 13.2722 -13.5767 -4.6493  0.003
H 12.3992 -13.6257 1.3880  0.000
H 12.1621 -12.1434 0.5990  0.000
H 13.9018 -11.8192 2.1400  0.000
H 14.3309 -11.3898 0.5924  0.000
H 15.1609 -14.0382 1.8589  0.000
H 16.2206 -12.7003 1.5589  0.000
H 16.3278 -14.5137 -0.2493  0.000
H 15.6228 -13.0628 -0.9781  0.000
H 13.9956 -15.3997 0.2086  0.000
H 14.2638 -15.0556 -1.4870  0.002
C 10.4765 -17.7183 1.4813  0.001
C 11.5633 -17.4911 0.4220  0.005
O 11.3340 -16.3651 -0.5170  0.069
H 10.4295 -18.7566 1.7444  0.000
H 9.5407 -17.4523 1.1110  0.000
H 10.5303 -17.1805 2.4206  0.000
H 11.4427 -18.3382 -0.2490  0.003
H 12.5720 -17.2580 0.7996  0.000
H 11.6402 -15.4811 -0.1857  0.002

Force components x, y, z for each atom (eV/Å):
1.3053 1.5011 1.1805
0.8108 1.6506 0.1130
0.3295 -0.0305 0.1604
-0.1702 -0.2741 0.1869
0.4067 -0.9004 -0.6926
-1.4808 -0.2809 1.6956
1.1347 1.6227 0.0295
0.8142 -0.5856 0.1278
-0.6847 -1.3205 -1.4859
-0.1770 -0.4185 -0.6607
0.2544 -0.0634 -0.9451
-1.3901 0.0079 0.7379
0.6743 0.1435 0.8041
-0.4660 -0.9135 -0.5028
-0.1752 1.2721 -1.9526
0.1383 -0.3658 0.4957
-0.3913 -0.4055 0.1062
-0.4484 -0.2958 -0.4863
0.5477 -0.6039 0.1448
-0.1228 0.1510 0.2228
-0.2412 0.4811 0.0232
-0.0690 0.2488 -0.7474
-0.8816 -0.8148 0.5584
-0.6041 1.1736 0.5274
0.3403 0.2164 0.3084
0.0494 -0.0981 1.2065
0.3130 -0.1553 -0.0808
1.1027 -0.3192 -0.7017
-0.4804 -0.8178 -0.6307
0.6709 -0.5036 0.2516
-0.3351 0.5589 -0.3075
0.0361 -0.3018 -0.8063
-0.1483 -0.6263 0.4727
1.4910 0.4689 -1.2901
-0.1068 0.2884 -0.4030
0.8482 -0.1979 -0.0131
-0.4932 1.0533 1.3975
0.0071 -0.4651 -0.7996
-1.0364 -0.6065 -0.4657
-0.1299 -1.0873 -1.4481
1.4075 0.2929 0.6461
0.0949 -0.2462 -0.1897
-0.4093 0.0524 -1.1848
0.3624 -1.0780 0.5035
-1.2265 0.8059 0.1460
0.3400 -0.2766 -0.3689
-1.4940 -0.6687 1.5226
-0.2568 0.6262 0.4691
0.0044 0.1190 -0.1720
-0.1594 0.6332 0.1143
-0.3717 0.9470 1.2600
0.4452 -0.2955 0.2103
-0.3283 -0.8669 0.1782
0.0254 -0.1067 0.4817
-0.2300 0.6764 0.5949
-0.5488 -0.4050 0.2502
-0.7161 0.0036 -0.1662
-0.2356 0.1768 -0.0738
-0.1084 0.0880 -0.0575
-0.1394 -0.2281 0.5167
0.0591 0.8552 0.4392
0.9882 -0.0762 0.6001
0.1566 -0.3135 0.1117
-0.3058 0.0579 0.4881
0.4927 -0.0790 -0.1720
-1.2896 0.2142 0.0616
0.2014 -0.0324 -0.2700
-0.0554 -0.0507 -0.1949
0.5297 0.2164 0.4664
-0.9353 0.8568 -0.5554
0.3919 -0.4058 0.4874
0.3584 -0.0632 -0.4866
-0.0233 -0.2037 0.2803
0.3285 0.0852 -0.1491
0.6528 -0.2578 -0.1241
0.3047 0.5628 -0.5861
0.4413 0.4768 -0.1774
0.0562 -0.4286 -0.7729
1.3201 0.6435 0.4675
-0.4453 0.5103 0.1209
-0.5193 0.7559 0.1186
0.1624 -0.6508 -0.0076
-1.7091 0.3082 -1.0629
0.6425 0.3326 0.0696
0.9068 -0.1345 0.0915
-0.3746 -0.9304 -0.0027
-0.0335 -0.8850 -0.2529

# 2
DFT (ωB97M-V/def2-TZVPD) results for 4 unconnected molecules or ions with the total composition C25H48BrCl2IN2O11.

Calculated values
- Gap between HOMO and LUMO: 9.1795 eV
- Largest force on an atom: 0.080 Eh/bohr
- Net charge: 0

Each line ends with the Löwdin charge.
CARTESIAN COORDINATES (ANGSTROEM)
C 2.8104 -7.0750 -3.1083  -0.125
C 1.7200 -6.0125 -2.9439  -0.713
Br 0.9166 -5.4632 -4.6498  0.673
C 2.0712 -4.8071 -2.0727  -0.222
C 3.2969 -3.9599 -2.4862  -0.311
N 3.8206 -4.2966 -3.7912  0.066
C 4.4102 -3.7416 -1.3883  -0.376
C 4.0373 -2.6250 -0.3797  -0.106
C 2.6406 -2.6537 0.2199  -0.767
O 2.3049 -3.1785 1.1731  0.064
I 1.1244 -1.4424 -0.8212  0.975
O 5.4540 -3.1391 -2.1941  -0.181
C 6.5212 -2.4980 -1.5220  -0.223
C 7.8005 -2.6431 -2.3659  -0.165
C 8.3802 -1.3033 -2.8357  -0.277
N 9.3429 -0.7024 -1.8938  -0.011
C 5.0733 -4.9980 -0.7442  -0.546
Cl 6.2617 -5.7590 -1.8796  0.690
C 4.1862 -6.0917 -0.0791  -0.653
C 3.7516 -5.7276 1.3496  -0.114
Cl 5.2249 -7.5939 0.1600  0.569
H 3.7599 -6.6993 -2.7561  0.023
H 2.5875 -7.9972 -2.5832  0.084
H 2.9546 -7.3017 -4.1557  0.061
H 0.8959 -6.4830 -2.4285  0.074
H 2.0469 -5.0724 -1.0226  0.095
H 1.1978 -4.1750 -2.1793  0.048
H 2.9304 -2.9500 -2.6349  0.093
H 4.5665 -4.9748 -3.7452  0.045
H 4.0871 -3.4690 -4.2955  0.090
H 4.7111 -2.6217 0.4693  0.128
H 4.1134 -1.6606 -0.8555  0.103
H 6.7532 -2.8355 -0.5130  0.120
H 6.3251 -1.4244 -1.4773  0.117
H 7.6406 -3.2920 -3.2204  0.104
H 8.5676 -3.1249 -1.7673  0.101
H 7.5979 -0.5683 -2.9859  0.106
H 8.9193 -1.4554 -3.7629  0.098
H 8.8472 -0.1416 -1.2097  0.056
H 9.8246 -1.4168 -1.3600  0.056
H 5.7050 -4.6512 0.0616  0.087
H 3.3614 -6.4676 -0.6525  0.050
H 2.6952 -5.4950 1.3028  0.066
H 3.8174 -6.5985 1.9756  0.053
H 4.3123 -4.8965 1.7525  0.080
C -1.3546 1.1901 1.3474  -0.057
C -1.6678 0.7295 -0.0600  -0.254
O -3.0682 0.4589 -0.2192  0.044
C -3.8390 1.5248 -0.4345  -0.599
O -3.4624 2.6701 -0.5134  0.095
O -5.1022 1.1146 -0.5289  0.015
C -6.0524 2.1681 -0.7159  -0.026
H -1.7331 0.4716 2.0761  0.085
H -0.2784 1.2981 1.4837  0.077
H -1.8270 2.1501 1.5592  0.068
H -1.1526 -0.2104 -0.2619  -0.024
H -1.3319 1.4552 -0.8016  0.125
H -5.7861 2.7947 -1.5648  0.098
H -6.1293 2.7682 0.1897  0.083
H -7.0166 1.7082 -0.9119  0.097
C -2.8679 5.4710 0.4827  -0.069
C -2.4120 6.3649 -0.6484  -0.201
O -2.9926 7.6759 -0.5510  0.038
C -2.3924 8.5095 0.2975  -0.607
O -1.4169 8.2707 0.9645  0.119
O -3.0638 9.6663 0.2851  0.002
C -2.5575 10.6492 1.1888  -0.044
H -3.9575 5.4452 0.5333  0.084
H -2.4997 4.4614 0.3412  0.047
H -2.5056 5.8430 1.4430  0.079
H -2.7499 5.9588 -1.6006  0.124
H -1.3252 6.4342 -0.6897  0.123
H -1.4926 10.8113 1.0352  0.095
H -2.7487 10.3485 2.2182  0.098
H -3.0909 11.5733 0.9830  0.092
C -10.1147 3.4843 5.2753  -0.065
C -9.8364 2.2708 4.4138  -0.213
O -8.8171 2.5448 3.4421  0.036
C -7.5622 2.4723 3.8900  -0.603
O -7.2201 2.1914 5.0102  0.126
O -6.7449 2.7747 2.8760  -0.004
C -5.3590 2.7874 3.2286  -0.029
H -10.3458 4.3493 4.6521  0.081
H -10.9554 3.2946 5.9427  0.080
H -9.2451 3.7409 5.8802  0.076
H -10.7261 2.0045 3.8454  0.122
H -9.5626 1.4062 5.0176  0.123
H -5.0663 1.8560 3.7090  0.100
H -5.1460 3.6335 3.8803  0.102
H -4.7909 2.8984 2.3070  0.079

Force components x, y, z for each atom (eV/Å):
0.0735 0.4716 -0.4916
0.2017 -0.4907 0.6672
0.0404 -0.0680 0.1662
-0.3627 0.4266 -0.8254
0.2602 0.3286 0.1691
-0.4097 -0.6790 0.1886
0.8324 0.4365 -1.3577
-0.8654 -0.3303 0.3750
1.0989 1.6029 -3.1226
-1.1562 -1.8191 3.4747
0.2991 0.0488 -0.1881
-0.3738 -0.0016 0.7590
0.9797 0.3811 -0.7604
0.0213 0.3845 -0.0216
0.7004 -0.2974 0.5548
-0.4035 0.2130 0.2575
-0.3601 -0.6485 0.2342
-0.3623 0.3649 -0.2561
1.3984 -0.5887 0.9847
-0.8092 -0.0279 -1.0183
-0.2822 0.0319 -0.0719
0.2924 -0.0437 0.1422
-0.1497 -0.0907 0.1368
0.0188 -0.1986 -0.2010
-0.4181 -0.0666 -0.0912
0.2249 -0.2684 0.2226
-0.1551 0.3331 0.0979
-0.2016 0.2245 0.1620
0.1559 0.2076 -0.2340
0.3499 -0.0995 0.0093
0.1507 -0.1235 0.2464
0.1720 0.1191 -0.4833
-0.4859 -0.3455 0.1277
-0.2821 0.1189 0.3056
-0.3605 -0.1151 -0.0652
0.1679 -0.2430 0.0505
-0.2004 0.0730 -0.3235
-0.0656 0.0120 -0.3506
0.0884 0.0358 0.0012
0.0826 -0.0380 -0.1461
0.2438 0.1396 0.1819
-0.0374 0.0994 -0.3499
-0.1607 0.4410 0.2594
0.2556 -0.1833 0.3204
0.0735 0.1160 0.2143
-0.2186 0.1045 0.1097
0.4115 0.0236 0.1456
-0.0839 0.0535 -0.1727
0.0195 -0.0472 0.1438
-0.1160 -0.3262 -0.1067
0.0483 0.0084 -0.0856
-0.2653 0.2029 -0.0140
0.0932 -0.0736 -0.0377
0.0032 -0.0298 -0.0258
0.0628 0.0345 -0.0677
-0.4663 0.0886 0.0361
-0.1712 0.0670 0.0037
0.1337 0.0182 0.0638
0.0483 0.0617 -0.0477
0.1086 -0.2213 0.0623
0.0164 0.3556 0.4026
0.0844 -0.4943 -0.0054
0.0802 0.1784 -0.0513
-0.0368 -0.1056 0.0107
-0.1182 0.0781 -0.0859
0.0585 -0.0559 -0.0333
0.0113 0.2063 0.0984
0.0033 -0.1049 -0.1233
-0.0090 -0.0278 -0.0708
0.0734 0.0537 -0.0618
-0.1260 0.1939 -0.0240
-0.0125 0.1597 0.1101
0.0167 -0.1062 0.0507
0.1118 -0.0422 -0.0010
-0.0996 -0.1016 -0.1079
0.2241 0.1599 0.0006
-0.3855 0.0025 0.3039
0.1343 -0.1158 -0.0803
-0.0903 0.0754 0.0379
-0.0255 0.0187 -0.1679
0.0054 -0.0780 0.0264
0.3054 0.0078 -0.0610
-0.1069 -0.0540 -0.0210
-0.0107 -0.0237 -0.0259
-0.0125 -0.0899 0.0373
0.1265 0.0364 -0.1920
0.1760 0.0512 -0.0177
-0.0900 0.0335 0.1019
-0.0092 -0.0749 0.0841
-0.1826 0.0557 -0.0920

For the records above, the corresponding total energy values read -2735.13158 -5710.60242 a.u..